# 1
Formula: C15H31ClNiO4P2
Source: the Open Molecules 2025 dataset
Level of theory: ωB97M-V with the def2-TZVPD basis set

Atoms and positions in Å:
P -0.391 0.744 -1.914
P -2.151 -0.214 1.701
C -0.256 -0.822 -0.499
C -0.964 -1.250 0.815
H 0.824 -0.750 -0.303
H -0.122 -1.714 -1.100
H -1.396 -2.229 0.613
H -0.193 -1.471 1.572
C -1.338 0.032 3.338
H -2.125 0.111 4.112
H -0.756 0.968 3.358
H -0.679 -0.803 3.598
C -3.213 -1.630 2.187
H -2.693 -2.187 2.997
H -3.323 -2.253 1.284
H -4.181 -1.231 2.499
C 0.922 1.836 -2.802
H 0.504 2.380 -3.682
H 1.783 1.263 -3.158
H 1.299 2.621 -2.089
C -0.409 -0.431 -3.279
H -0.888 -1.335 -2.899
H 0.593 -0.644 -3.661
H -1.047 -0.001 -4.077
Ni 1.344 0.814 0.226
C 2.165 -1.521 1.151
C 2.106 -0.221 1.680
C 3.452 0.549 1.766
C 4.043 0.729 0.369
C 2.932 0.753 -0.696
C 2.651 -0.367 -1.500
C 3.158 -1.731 -1.199
C 3.234 -2.120 0.308
C -2.853 2.359 -0.191
H 1.408 -2.270 1.390
H 1.456 -0.090 2.555
H 4.185 0.121 2.448
H 3.182 1.539 2.174
H 4.501 1.734 0.299
H 4.785 -0.022 0.117
H 2.712 1.777 -1.011
H 2.313 -0.309 -2.533
H 4.157 -1.858 -1.649
H 2.528 -2.465 -1.733
H 3.088 -3.217 0.321
H 4.260 -1.949 0.685
H -7.208 1.399 -2.014
H -2.813 1.376 -0.689
H -3.778 2.827 0.190
O -5.650 3.260 -0.618
Cl -6.612 2.311 -0.105
O -6.150 1.566 1.041
O -6.601 1.041 -1.336
O -1.792 2.997 -0.056

As for the multiplicity: 3. As for the lowest unoccupied orbital energy (spin up / spin down): -0.0162 / -0.0162 hartree. For the max |F|, the calculation gives 3.51 eV Å⁻¹. The total energy comes out at -3541.715719 Eh. The calculation puts the frontier orbital gap (spin up / spin down) at 4.65 / 6.85 eV. As for the total charge: 0.


# 2
Formula: C30H84N2O13
Source: the Open Molecules 2025 dataset
Level of theory: ωB97M-V with the def2-TZVPD basis set

Atoms and positions in Å:
C 0.667 -3.048 3.540
C 0.878 -3.802 4.840
O -0.193 -4.771 4.870
H 1.445 -2.302 3.358
H -0.254 -2.458 3.576
H 0.511 -3.688 2.673
H 0.714 -3.170 5.718
H 1.849 -4.300 4.894
H -0.075 -5.352 5.628
C -0.812 -3.856 0.302
C -1.875 -4.524 -0.553
O -1.972 -3.845 -1.815
H -0.817 -4.342 1.289
H -0.987 -2.804 0.521
H 0.163 -4.048 -0.143
H -2.870 -4.541 -0.105
H -1.618 -5.565 -0.783
H -1.211 -4.085 -2.373
C 2.264 3.938 1.713
C 1.530 5.099 2.365
O 2.421 5.810 3.231
H 2.751 3.302 2.453
H 2.981 4.225 0.942
H 1.557 3.323 1.139
H 0.706 4.678 2.954
H 1.084 5.708 1.582
H 2.700 5.167 3.888
C -2.226 0.057 1.838
C -2.391 1.569 1.815
O -1.096 2.094 2.053
H -1.507 -0.261 1.091
H -3.219 -0.381 1.685
H -1.964 -0.266 2.849
H -3.144 1.910 2.531
H -2.717 1.834 0.802
H -0.980 3.006 1.721
C -2.685 -0.526 -1.823
C -4.070 -1.155 -1.869
O -4.073 -2.262 -2.757
H -2.439 -0.029 -2.766
H -1.884 -1.249 -1.671
H -2.634 0.240 -1.042
H -4.772 -0.438 -2.297
H -4.400 -1.434 -0.862
H -3.485 -2.944 -2.372
C 0.885 -0.234 0.539
C 0.074 0.146 -0.704
O 0.906 0.892 -1.579
H 0.375 -0.906 1.232
H 1.129 0.720 0.999
H 1.785 -0.740 0.185
H -0.838 0.705 -0.489
H -0.259 -0.745 -1.257
H 1.451 0.236 -2.061
C 4.743 -1.284 2.319
C 5.162 0.011 3.005
O 4.352 1.072 2.466
H 3.876 -1.725 2.806
H 5.576 -1.987 2.291
H 4.511 -1.061 1.276
H 6.193 0.265 2.737
H 4.988 -0.032 4.084
H 4.665 1.904 2.833
C 2.047 0.178 4.946
C 1.238 0.879 3.892
O 0.180 1.587 4.513
H 2.847 -0.461 4.566
H 1.398 -0.473 5.537
H 2.493 0.881 5.655
H 0.760 0.084 3.303
H 1.829 1.436 3.160
H -0.472 1.702 3.800
C -0.078 -2.436 -4.284
C 0.529 -3.800 -4.437
O 0.384 -4.525 -3.189
H -1.151 -2.479 -4.087
H 0.036 -1.865 -5.205
H 0.413 -1.937 -3.446
H 1.585 -3.727 -4.718
H 0.004 -4.394 -5.193
H 0.929 -5.315 -3.276
C 3.246 1.229 -6.148
O 3.162 0.144 -5.268
C 3.555 0.476 -3.937
C 3.476 -0.785 -3.111
N 2.078 -1.266 -3.078
C 1.911 -2.525 -2.344
C 2.272 -3.777 -3.158
O 3.656 -3.958 -3.302
C 4.338 -4.294 -2.123
H 2.590 2.033 -5.786
H 2.881 0.929 -7.130
H 4.270 1.598 -6.280
H 2.854 1.255 -3.604
H 4.547 0.938 -3.975
H 3.805 -0.584 -2.087
H 4.197 -1.456 -3.587
H 1.923 -1.392 -4.077
H 0.852 -2.609 -2.073
H 2.411 -2.590 -1.376
H 1.814 -3.730 -4.147
H 1.767 -4.640 -2.693
H 4.563 -3.413 -1.512
H 5.286 -4.770 -2.363
H 3.766 -4.995 -1.506
C -7.382 1.542 0.813
O -7.102 2.820 0.341
C -5.760 3.192 0.497
C -5.530 4.488 -0.257
N -4.142 4.912 -0.345
C -3.522 5.083 0.978
C -2.089 5.540 0.940
O -1.136 4.512 0.725
C -1.098 4.076 -0.628
H -8.434 1.299 0.674
H -7.143 1.400 1.872
H -6.856 0.744 0.272
H -5.087 2.440 0.055
H -5.511 3.245 1.562
H -6.142 5.266 0.233
H -5.914 4.421 -1.275
H -4.061 5.810 -0.803
H -3.609 4.167 1.560
H -4.082 5.871 1.512
H -1.853 6.028 1.888
H -1.931 6.351 0.217
H -1.405 4.873 -1.309
H -1.755 3.229 -0.837
H -0.074 3.786 -0.868

As for the lowest unoccupied orbital energy: 0.0133 hartree. For the max |F|, the calculation gives 17.11 eV Å⁻¹. The total energy comes out at -2280.473136 Eh. The calculation puts the frontier orbital gap at 8.96 eV. As for the total charge: 0.


# 3
Formula: C8H16N2O
Source: the Open Molecules 2025 dataset
Level of theory: ωB97M-V with the def2-TZVPD basis set

Atoms and positions in Å:
C 0.571 -2.234 -0.917
N 0.271 -1.320 -0.067
C -1.149 -1.082 0.287
C -1.643 0.254 -0.341
C -3.115 0.484 -0.039
C -0.789 1.430 0.378
C 0.563 1.594 -0.224
N 1.507 0.719 -0.079
C 2.831 0.753 -0.670
C 1.265 -0.532 0.579
O 0.914 -0.161 1.925
H 1.570 -2.501 -1.233
H -0.152 -2.955 -1.370
H -1.336 -0.875 1.386
H -1.743 -1.870 -0.057
H -1.341 0.330 -1.397
H -3.139 0.821 1.048
H -3.624 -0.401 -0.431
H -3.371 1.408 -0.609
H -0.570 0.984 1.419
H -1.238 2.459 0.394
H 0.725 2.446 -1.012
H 3.642 0.577 0.113
H 2.932 1.656 -1.183
H 2.792 -0.172 -1.235
H 2.172 -1.167 0.727
H 1.454 -0.644 2.607

Its SMILES is C=[N+]1C[C@@H](C)CC=[N+](C)[C@H]1O. As for the lowest unoccupied orbital energy: -0.3381 hartree. For the max |F|, the calculation gives 5.15 eV Å⁻¹. The total energy comes out at -498.452406 Eh. The calculation puts the frontier orbital gap at 9.89 eV. As for the total charge: +2.